Record 1
Molecular formula: C34H32N5O6SZn
Method: DFT, ωB97M-V with the def2-TZVPD basis set

Each line ends with the natural charge from an NBO analysis.
Geometry (Å):
Zn  1.2332  0.6577  -0.9438  1.66
S  2.6859  0.3122  -3.9115  2.32
O  -0.7164  0.8832  -1.7706  -0.80
O  3.9191  2.5216  -1.4394  -0.60
O  3.8735  1.1586  -3.9549  -1.00
O  -0.2648  -0.9178  -0.6002  -0.81
O  -0.4727  1.5452  1.3784  -0.60
O  2.5968  -0.7116  -4.9267  -0.97
N  2.4919  -0.6413  0.2178  -0.54
N  0.6020  1.8017  0.7386  -0.15
N  2.6788  2.3737  -0.8238  -0.27
N  2.4812  -0.2232  -2.4190  -1.08
N  -2.2484  -1.8832  0.8883  -0.66
C  -4.0084  -0.8584  5.4315  -0.63
C  -0.9737  1.6353  -4.8746  -0.20
C  3.9731  -2.1837  -2.7135  -0.29
C  -2.4692  -3.6244  2.5381  -0.22
C  -3.4424  0.3156  -1.8135  -0.13
C  3.1763  -1.5323  -0.5394  0.21
C  1.3324  2.8416  1.0502  0.00
C  -2.8075  -4.0618  3.8066  -0.22
C  -3.1461  0.1088  2.7886  -0.68
C  -4.8154  0.1883  -1.6939  -0.29
C  3.8347  -2.6354  0.0426  -0.10
C  0.1300  0.8244  -4.6749  -0.19
C  -3.0860  -1.1921  0.0451  0.32
C  2.3841  -0.8144  1.5097  0.07
C  -2.5693  -0.3631  -0.9711  -0.24
C  0.2346  3.5109  -3.9733  -0.22
C  4.5801  -3.5163  -0.7739  -0.26
C  2.9855  -1.8992  2.1741  -0.27
C  4.6426  -3.2682  -2.1153  -0.17
C  0.9446  3.7721  2.1560  -0.67
C  -3.4667  -1.8140  4.3997  -0.03
C  2.5591  3.0238  0.2762  0.24
C  3.2126  -1.3041  -1.9625  0.18
C  -3.3214  -3.1590  4.7240  -0.23
C  1.3513  2.7101  -3.7848  -0.20
C  -1.1044  -0.1284  -1.1259  0.78
C  1.2821  1.3686  -4.1282  -0.25
C  3.7083  -2.7954  1.4406  -0.13
C  -5.3238  -0.6278  -0.6887  -0.19
C  -2.6180  -2.2849  2.1920  0.13
C  -3.0885  -1.3544  3.1313  0.06
C  3.6220  3.9362  0.8124  -0.68
C  -4.4794  -1.3059  0.1684  -0.31
C  -0.9234  2.9748  -4.5171  -0.19
H  2.2657  3.1177  -3.3778  0.24
H  3.8947  1.9397  -2.2245  0.51
H  3.3316  4.9773  0.6517  0.22
H  -3.0205  0.7230  3.6792  0.21
H  1.4941  3.5763  3.0832  0.20
H  -3.2466  -0.1448  5.7538  0.22
H  0.2715  4.5563  -3.6949  0.21
H  -3.0017  0.9662  -2.5585  0.23
H  -4.3543  -1.4002  6.3119  0.21
H  -2.6899  -5.1047  4.0734  0.20
H  3.7289  3.7914  1.8874  0.22
H  1.7909  -0.0810  2.0458  0.22
H  4.0378  -2.0550  -3.7827  0.24
H  -6.3957  -0.7400  -0.5712  0.20
H  5.0877  -4.3616  -0.3262  0.20
H  1.1148  4.8161  1.8845  0.20
H  -4.1048  0.3741  2.3328  0.22
H  -1.7936  3.6039  -4.6578  0.21
H  -2.3595  0.3833  2.0854  0.27
H  0.1098  -0.2258  -4.9322  0.24
H  -4.8434  -0.2763  5.0375  0.22
H  -4.8849  -1.9405  0.9469  0.21
H  4.1898  -3.6434  1.9145  0.21
H  -1.2623  -1.7895  0.6519  0.45
H  -1.8811  1.2156  -5.2901  0.21
H  -0.1133  3.6183  2.3629  0.25
H  2.8623  -2.0085  3.2429  0.22
H  5.2159  -3.9274  -2.7565  0.20
H  -3.6100  -3.4980  5.7128  0.20
H  -5.4792  0.7224  -2.3612  0.20
H  -2.0961  -4.3097  1.7877  0.22
H  4.5714  3.7607  0.3177  0.25

Force components x, y, z for each atom (eV/Å):
0.1 0.1 0.0
0.0 0.1 0.1
0.1 0.0 0.0
0.0 0.0 0.0
-0.1 0.0 0.0
-0.2 0.0 0.0
0.0 0.0 0.0
0.1 0.0 0.0
-0.1 -0.1 0.0
0.0 0.0 0.0
0.1 0.0 0.0
-0.2 -0.2 -0.1
0.0 0.0 0.0
0.0 0.0 0.0
0.0 0.0 0.0
0.0 0.0 0.0
0.0 0.0 0.0
0.0 0.0 0.0
0.1 0.1 0.0
0.0 0.0 0.0
0.0 0.0 0.0
0.0 0.0 0.0
0.0 0.0 0.0
0.0 0.0 0.0
0.0 0.0 0.0
0.0 0.0 0.0
0.0 0.0 0.0
0.0 0.0 0.0
0.0 0.0 0.0
0.0 0.0 0.0
0.0 0.0 0.0
0.0 0.0 0.0
0.0 0.0 0.0
0.0 0.0 0.0
0.0 0.0 0.0
0.1 0.0 0.0
0.0 0.0 0.0
0.0 0.0 0.0
0.0 0.1 0.0
0.0 0.0 0.0
0.0 0.0 0.0
0.0 0.0 0.0
0.0 0.0 0.0
0.0 0.0 0.0
0.0 0.0 0.0
0.0 0.0 0.0
0.0 0.0 0.0
0.0 0.0 0.0
-0.1 0.0 0.0
0.0 0.0 0.0
0.0 0.0 0.0
0.0 0.0 0.0
0.0 0.0 0.0
0.0 0.0 0.0
0.0 0.0 0.0
0.0 0.0 0.0
0.0 0.0 0.0
0.0 0.0 0.0
0.0 0.0 0.0
0.0 0.0 0.0
0.0 0.0 0.0
0.0 0.0 0.0
0.0 0.0 0.0
0.0 0.0 0.0
0.0 0.0 0.0
0.0 0.0 0.0
0.0 0.0 0.0
0.0 0.0 0.0
0.0 0.0 0.0
0.0 0.0 0.0
0.0 0.0 0.0
0.0 0.0 0.0
0.0 0.0 0.0
0.0 0.0 0.0
0.0 0.0 0.0
0.0 0.0 0.0
0.0 0.0 0.0
0.0 0.0 0.0
0.0 0.0 0.0

As for the total charge: -1. The calculation puts the HOMO-LUMO gap at 7.3 eV.


Record 2
Molecular formula: C3H8ClPS
Method: DFT, ωB97M-V with the def2-TZVPD basis set

Each line ends with the natural charge from an NBO analysis.
Geometry (Å):
Cl  -3.2543  -1.3965  -0.3666  -0.50
S  -2.0670  2.2692  -0.3041  -0.39
P  -1.4912  0.4763  0.0802  1.29
C  -1.1016  0.0693  1.8213  -0.99
C  -0.2015  -0.2793  -0.9947  -0.75
C  1.0394  0.6025  -1.0418  -0.61
H  -1.8075  0.5831  2.4701  0.27
H  -0.0868  0.4109  2.0339  0.25
H  0.8026  1.5742  -1.4657  0.23
H  1.4548  0.7481  -0.0457  0.20
H  -0.6373  -0.3897  -1.9893  0.26
H  0.0188  -1.2725  -0.6018  0.25
H  1.8037  0.1317  -1.6615  0.23
H  -1.1740  -1.0071  1.9716  0.27

Force components x, y, z for each atom (eV/Å):
1.8 1.8 0.5
0.2 -0.8 0.1
-1.1 -1.3 -0.4
-0.3 -0.1 -0.5
-0.5 0.2 0.1
0.1 0.0 0.0
0.0 0.0 -0.1
0.0 0.1 -0.1
0.0 0.1 0.0
0.1 0.1 0.0
-0.1 0.0 0.1
-0.1 0.0 0.0
0.0 0.0 0.0
0.0 0.0 -0.1

The calculation puts the HOMO-LUMO gap at 8.7 eV. Its structure (SMILES) is CC[P@@](C)(=S)Cl.


Record 3
Molecular formula: C38H70Ge2NP2Pd
Method: DFT, ωB97M-V with the def2-TZVPD basis set

Each line ends with the Löwdin charge.
Geometry (Å):
Pd  -0.3237  -0.1107  -0.1439  0.33
Ge  2.4292  -4.4802  0.1031  0.78
Ge  -1.5620  -1.8878  0.9354  0.76
P  -2.2412  1.0425  -0.8910  0.98
P  2.0789  -0.7846  -0.0878  0.93
N  0.5447  1.7584  -0.6176  -0.10
C  -1.7070  -6.5386  2.9689  -0.12
C  -2.5639  -4.0336  -2.7072  -0.28
C  -2.6054  -5.5428  -2.4938  -0.12
C  2.7405  -5.2890  1.8759  -0.21
C  -1.4848  2.5174  -1.6463  -0.29
C  2.0776  -0.6600  -1.9712  -0.49
C  5.0600  -0.4489  -0.2991  -0.11
C  1.6214  2.0617  0.1919  -0.33
C  1.8616  3.3362  0.7223  -0.04
C  -4.3646  2.6929  0.0861  -0.12
C  -0.1069  2.6916  -1.3718  -0.32
C  3.5844  2.4898  2.1825  -0.30
C  -1.6627  -3.3148  -1.7042  -0.33
C  -3.4562  0.4977  -2.1718  -0.55
C  -2.1631  3.4246  -2.4572  -0.08
C  2.8176  3.5389  1.7093  -0.07
C  -1.0031  -2.7075  2.6944  -0.38
C  2.4511  0.9924  0.6059  -0.24
C  2.6180  -1.8996  -2.6832  -0.12
C  2.7339  0.5953  -2.5447  -0.09
C  4.1458  -4.6759  -0.8521  -0.23
C  -2.1275  -3.4249  -0.2499  -0.38
C  -0.7377  -4.2131  2.7082  -0.33
C  3.3864  1.2362  1.5963  -0.08
C  4.1560  -1.9410  1.5786  -0.13
C  -2.7146  0.1255  -3.4553  -0.11
C  1.2243  -5.7146  -0.8633  -0.22
C  0.5228  3.8081  -1.9710  -0.04
C  -4.2979  -0.6675  -1.6592  -0.11
C  -2.3528  2.2844  1.5461  -0.13
C  3.9073  -1.3506  0.1732  -0.50
C  1.5652  -2.6992  0.2086  -0.43
C  4.5987  2.6702  3.2814  -0.07
C  -1.9797  -5.0400  3.0224  -0.29
C  -1.5408  4.5217  -3.0325  -0.30
C  -2.2943  5.4976  -3.8969  -0.07
C  -0.1779  4.6834  -2.7723  -0.06
C  -3.2856  1.6936  0.4884  -0.55
H  -1.7982  -2.4780  3.4098  0.04
H  -5.0522  2.2887  -0.6598  0.06
H  3.7348  -5.0505  2.2541  0.01
H  -0.1235  -2.1496  3.0257  0.04
H  -2.2200  -3.8192  -3.7250  0.10
H  -3.2186  3.2711  -2.6599  0.10
H  4.3306  2.0993  4.1744  0.07
H  2.6438  0.5760  -3.6360  0.08
H  -4.1184  1.3411  -2.3898  0.08
H  2.1469  -2.8188  -2.3346  0.05
H  -0.9404  -6.8217  3.6946  0.07
H  0.7005  -2.7304  -0.4564  -0.04
H  2.6581  -6.3750  1.7928  0.01
H  -0.3443  -4.5426  1.7387  0.06
H  -1.8237  3.1553  1.1493  0.08
H  -1.5817  -2.2587  -1.9790  0.05
H  2.2492  1.4986  -2.1846  0.05
H  5.5923  2.3357  2.9711  0.07
H  3.9053  -2.1959  -0.5066  0.02
H  2.0060  -4.9471  2.6052  -0.01
H  1.2412  4.1665  0.4111  0.10
H  -3.6617  -1.4846  -1.3154  0.03
H  -2.3527  -4.7601  4.0132  0.11
H  4.8609  0.6141  -0.1705  0.06
H  -3.2616  -6.0354  -3.2146  0.06
H  -2.7762  -4.7848  2.3171  0.10
H  0.3529  5.5148  -3.2277  0.11
H  1.1388  -2.6442  1.2116  -0.03
H  -2.6036  -7.1246  3.1813  0.06
H  4.9675  -4.1697  -0.3443  0.01
H  -0.6483  -3.7161  -1.8030  0.08
H  -4.9568  2.9763  0.9609  0.07
H  -1.6021  1.5570  1.8607  0.05
H  5.9777  -0.6789  0.2521  0.07
H  1.3021  -5.5579  -1.9418  0.02
H  3.6994  -2.0005  -2.5702  0.06
H  -3.5779  -3.6245  -2.6304  0.09
H  -2.9656  -5.7852  -1.4924  0.07
H  -2.0666  -0.7361  -3.2889  0.06
H  0.1816  -5.5742  -0.5768  -0.01
H  1.5839  3.9560  -1.8178  0.10
H  4.8882  -1.3516  2.1327  0.06
H  3.7938  0.6508  -2.3027  0.06
H  4.3782  -5.7431  -0.8936  0.02
H  -2.9729  -1.3231  1.3867  -0.07
H  2.9425  4.5323  2.1298  0.10
H  -3.9162  3.6020  -0.3200  0.07
H  -4.9390  -1.0491  -2.4587  0.08
H  -3.2230  -3.4518  -0.2227  0.05
H  4.5627  -2.9536  1.5184  0.04
H  -1.6065  -5.9747  -2.5961  0.06
H  2.4123  -1.8085  -3.7540  0.08
H  -3.4284  -0.1366  -4.2410  0.08
H  3.2541  -1.9962  2.1927  0.07
H  -3.2865  5.1152  -4.1414  0.07
H  -1.7973  -4.3717  0.1858  0.03
H  -2.4273  6.4622  -3.3990  0.07
H  -4.9362  -0.3744  -0.8239  0.07
H  -2.0955  0.9489  -3.8139  0.07
H  1.5068  -6.7479  -0.6484  0.01
H  5.2747  -0.6156  -1.3569  0.06
H  4.6774  3.7193  3.5714  0.06
H  -3.7528  0.7965  0.9082  0.07
H  -1.7713  5.6884  -4.8370  0.07
H  -2.9250  2.6024  2.4217  0.07
H  4.0128  0.4315  1.9482  0.08
H  0.0355  -4.4708  3.4421  0.09
H  4.0864  -4.3014  -1.8737  0.01
H  1.0091  -0.6010  -2.2063  0.07
H  -1.3433  -6.8299  1.9800  0.07

Force components x, y, z for each atom (eV/Å):
-0.1 0.1 0.0
0.0 0.0 0.0
-0.1 -0.1 0.0
0.2 -0.1 0.1
0.0 0.0 0.1
0.1 0.0 -0.1
0.0 0.0 0.0
0.0 0.0 0.0
0.0 0.0 0.0
0.0 0.0 0.0
0.0 0.0 0.0
0.0 0.0 0.0
0.0 0.0 -0.1
-0.1 0.0 0.0
0.0 0.0 0.0
0.0 0.0 0.0
0.0 0.0 0.0
0.0 0.0 0.0
0.0 0.0 0.0
0.0 0.0 0.0
0.0 0.0 0.0
0.0 0.0 0.0
0.0 0.1 0.0
0.0 0.0 -0.1
0.0 0.0 0.0
0.0 0.0 0.0
0.0 0.0 0.0
-0.1 0.0 0.0
0.0 0.0 0.0
-0.1 0.0 0.0
0.0 0.1 0.0
0.0 0.0 0.0
0.0 0.0 0.0
0.0 0.0 0.0
0.0 0.0 0.0
0.0 0.0 0.0
0.0 0.0 0.1
0.0 0.0 -0.1
0.0 0.0 0.0
0.0 0.0 -0.1
0.0 0.0 0.0
0.0 0.0 0.0
0.0 0.0 0.0
0.0 0.0 0.0
0.0 0.0 0.0
0.0 0.0 0.0
0.0 0.0 0.0
0.0 0.0 0.0
0.0 0.0 0.0
0.0 0.0 0.0
0.0 0.0 0.0
0.0 0.0 0.0
0.0 0.0 0.0
0.0 0.0 0.0
0.0 0.0 0.0
0.0 0.0 0.0
0.0 0.0 0.0
0.1 0.0 0.0
0.0 0.0 0.0
0.0 0.0 0.0
0.0 0.0 0.0
0.0 0.0 0.0
0.0 -0.1 0.0
0.0 0.0 0.0
0.0 0.0 0.0
0.0 0.0 0.0
0.0 0.0 0.0
0.0 -0.1 0.0
0.0 0.0 0.0
0.0 0.0 0.0
0.0 0.0 0.0
0.0 0.0 0.0
0.0 0.0 0.0
0.0 0.0 0.0
0.0 0.0 0.0
0.0 0.0 0.0
0.0 0.0 0.0
0.0 0.0 0.0
0.0 0.0 0.0
0.0 0.0 0.0
0.0 0.0 0.0
0.0 0.0 0.0
0.0 0.0 0.0
0.0 0.0 0.0
0.0 0.0 0.0
0.0 0.0 0.0
0.0 0.0 0.0
0.0 0.0 0.0
0.0 0.0 -0.1
0.0 0.0 0.0
0.0 0.0 0.0
0.0 0.0 0.0
0.0 0.0 0.0
0.0 0.0 0.0
0.0 0.0 0.0
0.0 0.0 0.0
0.0 0.0 0.0
0.0 0.0 0.0
0.0 0.0 0.0
0.0 0.0 0.0
0.0 0.0 0.0
0.0 0.0 0.0
0.0 0.0 0.0
0.0 0.0 0.0
0.0 0.0 0.0
0.0 0.0 0.0
0.0 0.0 0.0
0.0 0.0 0.0
0.0 0.0 0.0
0.0 -0.1 0.0
0.0 0.0 0.0
0.0 0.0 0.0
0.0 0.0 0.0
0.0 0.0 0.0

As for the total charge: -1. The calculation puts the HOMO-LUMO gap at 5.7 eV.


Total energy: -4217.69778, -1318.86124, -6509.14635 (hartree)
Energy above the lowest of the compared OMol25 structures with the same formula, charge and spin: 0.000, 0.000, 0.000 (eV)
Highest occupied orbital energy: -4.76, -9.67, -3.00 (eV)